A:
Here is a structure of composition C2H6N2S2 from the Open Molecules 2025 dataset. Energies are from the ωB97M-V functional and the def2-TZVPD basis.

Structure (XYZ):
```
12
C2H6N2S2 (the ωB97M-V functional and the def2-TZVPD basis)
C -0.380 -1.582 -0.554
C 0.160 -0.177 -0.149
H -1.456 -1.542 -0.488
H -0.253 -1.831 -1.802
H -0.031 -2.452 0.156
H 1.834 0.256 -1.440
H 0.929 2.644 0.525
H -0.951 1.113 3.244
N 0.867 0.468 -1.124
N -0.184 0.608 0.855
S 1.035 2.280 -1.077
S -1.570 0.215 1.854
```

lowest unoccupied orbital energy = -0.031 eV
orbital gap = 8.274 eV

=====

B:
Here is the molecule C2H6N2S2 from the Open Molecules 2025 dataset. Energies are from the ωB97M-V functional and the def2-TZVPD basis.

Structure (XYZ):
```
12
C2H6N2S2 (the ωB97M-V functional and the def2-TZVPD basis)
H 1.856 -0.613 -0.458
N 0.941 -1.045 -0.542
C 0.103 -0.107 -0.347
C 0.285 1.304 0.159
S 1.887 1.561 0.957
N -1.254 -0.424 -0.535
S -1.767 -1.926 -1.191
H 0.203 1.980 -0.771
H -0.583 1.573 0.808
H 1.611 0.592 1.892
H -1.845 -0.112 0.229
H -1.438 -2.782 -0.202
```

lowest unoccupied orbital energy = 0.517 eV
orbital gap = 9.834 eV
SMILES string = [H]/N=C(\CS)NS

=====

C:
Here is the molecule C2H6N2S2 from the Open Molecules 2025 dataset. Energies are from the ωB97M-V functional and the def2-TZVPD basis.

Structure (XYZ):
```
12
C2H6N2S2 (the ωB97M-V functional and the def2-TZVPD basis)
C 0.198 1.112 -3.099
S 0.861 0.989 -1.349
N -0.413 0.013 -1.028
C -0.865 -0.303 0.126
N -0.127 -0.285 1.357
S -0.237 -1.328 2.679
H 0.443 2.154 -3.632
H -1.066 1.026 -3.004
H 0.501 0.236 -3.833
H -1.716 -0.937 -0.055
H 0.722 0.544 1.459
H -1.082 -0.547 3.316
```

lowest unoccupied orbital energy = 0.490 eV
orbital gap = 8.632 eV
SMILES string = CS/N=C\NS

=====

D:
Here is the molecule C2H6N2S2 from the Open Molecules 2025 dataset. Energies are from the ωB97M-V functional and the def2-TZVPD basis.

Structure (XYZ):
```
12
C2H6N2S2 (the ωB97M-V functional and the def2-TZVPD basis)
C -1.456 1.167 -0.050
N -0.694 -0.123 -0.362
S -1.379 -1.742 -0.204
C 0.662 0.007 -0.366
N 1.550 -0.899 -0.482
S 3.201 -0.501 -0.110
H -0.989 2.103 -0.401
H -2.479 0.933 -0.497
H -1.618 1.325 1.031
H -1.326 -1.755 1.121
H 1.066 1.061 -0.320
H 3.463 -1.576 0.641
```

lowest unoccupied orbital energy = 0.609 eV
orbital gap = 8.869 eV
SMILES string = CN(S)/C=N/S

=====

Which of the structures shown above is the most stable? The most stable is B.